Below is a 2-piece molecular cluster, C7H8NO2S2 overall in a non-equilibrium geometry, with properties calculated with wB97M-V/def2-TZVPD.

Geometry as XYZ:
```
20
C7H8NO2S2, DFT wB97M-V/def2-TZVPD
C 2.05 -1.67 0.28
C 3.32 -1.49 0.02
C 1.31 -0.47 0.31
C 2.09 0.73 0.08
C -0.01 -0.35 0.43
C 1.73 2.00 0.18
C -2.66 1.27 -0.71
N -3.42 0.61 0.06
O -2.16 -1.80 1.09
O -1.34 -1.65 -1.17
S 3.70 0.15 -0.35
S -1.01 -1.72 0.22
H 1.39 -2.53 0.74
H 4.09 -2.16 -0.21
H 2.42 2.76 -0.31
H 0.71 2.36 0.54
H -2.90 2.35 -0.70
H -1.96 0.78 -1.43
H -3.19 -0.33 0.46
H -4.16 1.18 0.48
```

Computed properties:
energy relative to the best compared isomer or geometry (same formula, charge and spin) = 85.01 kJ/mol
total charge = +1
lowest unoccupied orbital energy (spin up / spin down) = -5.98 / -6.11 eV
E_HOMO (spin up / spin down) = -11.58 / -11.50 eV
DFT total energy = -1272.6638 Ha
HOMO-LUMO gap (spin up / spin down) = 5.6 / 5.4 eV

---

Below is C61H125FeO42 as an isolated structure in a non-equilibrium geometry, with properties calculated with wB97M-V/def2-TZVPD.

Geometry as XYZ:
```
229
C61H125FeO42, DFT wB97M-V/def2-TZVPD
Fe -27.33 11.55 -5.27
C -28.68 12.46 -9.01
C -28.06 12.81 -7.70
C -28.59 14.22 -7.19
O -28.30 11.77 -6.74
H -28.26 11.45 -9.28
H -28.50 13.23 -9.73
H -29.75 12.33 -9.02
H -26.97 12.85 -7.85
H -29.63 14.23 -6.94
H -28.49 14.92 -8.04
H -27.89 14.59 -6.48
C -30.04 12.07 -2.64
C -29.45 12.90 -3.83
C -29.64 14.43 -3.57
O -28.05 12.47 -3.88
H -31.09 11.97 -2.45
H -29.74 12.56 -1.70
H -29.66 11.09 -2.77
H -29.89 12.69 -4.84
H -29.16 14.65 -2.59
H -30.73 14.57 -3.49
H -29.15 15.07 -4.35
C -24.17 9.94 -5.54
C -24.50 11.14 -4.58
C -23.32 12.08 -4.28
O -25.52 11.94 -5.17
H -23.63 9.09 -5.11
H -23.59 10.30 -6.37
H -25.04 9.49 -6.04
H -24.82 10.61 -3.69
H -22.65 11.80 -3.47
H -23.79 13.04 -4.01
H -22.77 12.31 -5.19
C -20.55 11.37 -7.63
C -19.83 10.11 -7.13
O -19.70 9.12 -8.20
C -20.56 8.17 -8.36
O -21.52 7.95 -7.70
O -20.05 7.51 -9.42
C -20.43 6.13 -9.59
H -20.95 11.90 -6.78
H -21.40 10.97 -8.28
H -19.86 12.02 -8.11
H -20.46 9.74 -6.27
H -18.86 10.27 -6.70
H -21.36 6.06 -10.22
H -20.57 5.60 -8.67
H -19.58 5.69 -10.12
C -25.47 7.13 -7.67
C -24.49 7.84 -8.61
O -25.23 8.56 -9.67
C -25.28 9.83 -9.80
O -26.19 10.26 -10.43
O -24.36 10.48 -9.09
C -24.36 11.88 -9.30
H -26.13 6.50 -8.29
H -26.11 7.80 -7.06
H -24.86 6.55 -7.00
H -23.81 7.23 -9.20
H -23.86 8.56 -8.09
H -24.03 12.05 -10.31
H -23.71 12.22 -8.53
H -25.37 12.29 -9.32
C -24.00 18.96 -0.85
C -23.25 17.67 -0.89
O -23.54 16.96 -2.17
C -24.72 16.33 -2.23
O -25.57 16.28 -1.38
O -24.83 15.71 -3.42
C -26.15 15.35 -3.85
H -24.06 19.32 0.15
H -25.03 18.66 -1.16
H -23.59 19.75 -1.48
H -23.58 16.92 -0.16
H -22.17 17.67 -0.94
H -26.57 16.18 -4.46
H -26.77 15.21 -2.96
H -26.05 14.50 -4.50
C -22.40 9.71 -11.17
C -22.49 8.69 -12.24
O -23.96 8.61 -12.60
C -24.29 9.30 -13.67
O -23.51 10.06 -14.18
O -25.58 9.16 -14.07
C -26.23 8.04 -13.50
H -21.36 9.94 -11.11
H -22.82 9.40 -10.23
H -22.88 10.65 -11.58
H -22.21 7.72 -11.88
H -22.00 9.04 -13.19
H -25.72 7.12 -13.80
H -27.25 8.02 -13.92
H -26.28 8.09 -12.40
C -23.16 14.79 -7.23
C -21.71 14.87 -7.69
O -21.39 16.22 -7.86
C -20.12 16.35 -8.35
O -19.33 15.49 -8.46
O -19.83 17.67 -8.57
C -18.52 17.90 -8.96
H -23.89 15.45 -7.83
H -23.20 15.10 -6.20
H -23.51 13.78 -7.30
H -21.48 14.38 -8.63
H -21.01 14.58 -6.91
H -18.54 18.98 -9.13
H -18.29 17.27 -9.85
H -17.81 17.66 -8.15
C -20.89 13.86 -1.90
C -21.04 14.75 -3.15
O -19.77 15.39 -3.43
C -18.97 14.91 -4.42
O -18.97 13.78 -4.86
O -18.28 15.97 -4.82
C -17.33 15.58 -5.83
H -20.56 12.86 -2.17
H -21.79 13.89 -1.41
H -20.21 14.29 -1.07
H -21.64 15.66 -2.95
H -21.35 14.17 -4.07
H -16.71 14.78 -5.49
H -16.80 16.49 -5.96
H -17.98 15.38 -6.68
C -31.23 7.69 -4.83
C -30.21 7.86 -6.01
O -29.27 8.85 -5.75
C -28.21 8.56 -5.02
O -27.41 9.46 -4.78
O -28.01 7.26 -4.76
C -26.83 7.15 -3.90
H -30.70 7.91 -3.90
H -31.70 6.70 -4.73
H -32.04 8.37 -4.88
H -30.74 8.15 -6.89
H -29.75 6.92 -6.27
H -27.03 7.73 -2.99
H -26.02 7.69 -4.39
H -26.56 6.11 -3.71
C -22.56 6.25 -5.11
C -22.42 4.82 -4.52
O -22.29 5.03 -3.00
C -23.47 5.19 -2.39
O -24.54 4.86 -2.81
O -23.23 5.72 -1.21
C -24.53 6.08 -0.51
H -23.43 6.71 -4.70
H -22.37 6.38 -6.14
H -21.77 6.85 -4.60
H -21.52 4.25 -4.74
H -23.35 4.24 -4.73
H -25.23 6.30 -1.32
H -24.32 6.91 0.11
H -24.94 5.22 0.02
C -26.85 18.22 -6.09
C -26.05 17.39 -7.10
O -26.90 17.41 -8.29
C -26.32 17.16 -9.44
O -25.16 17.07 -9.69
O -27.26 16.98 -10.38
C -26.69 16.89 -11.68
H -27.08 19.23 -6.46
H -26.18 18.36 -5.20
H -27.79 17.75 -5.79
H -25.91 16.36 -6.87
H -25.11 17.97 -7.25
H -26.18 17.80 -11.93
H -27.54 16.73 -12.38
H -25.99 16.10 -11.78
C -22.39 17.73 -5.04
C -21.36 18.64 -4.40
O -20.94 19.43 -5.50
C -21.53 20.68 -5.59
O -22.49 21.05 -4.90
O -20.93 21.42 -6.54
C -21.80 22.54 -6.96
H -23.25 18.31 -5.34
H -22.70 17.01 -4.34
H -21.96 17.28 -6.01
H -20.44 18.06 -4.12
H -21.78 19.19 -3.60
H -22.80 22.27 -6.89
H -21.52 22.92 -7.95
H -21.61 23.41 -6.31
C -28.66 7.78 -10.35
C -29.56 8.91 -10.07
O -30.72 8.41 -9.27
C -31.65 9.26 -8.84
O -32.65 8.85 -8.31
O -31.33 10.54 -9.00
C -32.47 11.42 -8.57
H -27.90 8.26 -10.92
H -29.20 7.07 -11.03
H -28.19 7.39 -9.45
H -29.98 9.31 -10.98
H -29.09 9.72 -9.57
H -32.93 10.97 -7.69
H -33.23 11.54 -9.34
H -31.94 12.35 -8.36
C -25.08 12.89 -0.59
C -26.17 12.40 -1.54
O -26.48 11.01 -1.47
C -27.18 10.65 -0.42
O -27.60 11.28 0.51
O -27.44 9.30 -0.55
C -27.99 8.70 0.62
H -24.10 12.50 -0.90
H -25.21 12.55 0.46
H -25.13 13.97 -0.66
H -25.76 12.51 -2.57
H -27.04 12.99 -1.20
H -27.28 8.63 1.48
H -28.42 7.73 0.35
H -28.75 9.33 1.13
C -21.76 9.53 -1.23
C -20.99 8.49 -1.99
O -20.23 9.10 -3.14
C -18.97 9.54 -2.79
O -18.62 9.80 -1.68
O -18.22 9.59 -3.93
C -16.89 10.27 -3.74
H -22.64 9.97 -1.75
H -21.13 10.20 -0.63
H -22.29 8.96 -0.43
H -21.75 7.81 -2.42
H -20.28 7.90 -1.45
H -17.13 11.25 -3.56
H -16.41 10.04 -4.67
H -16.36 9.83 -2.93
```

Computed properties:
lowest unoccupied orbital energy (spin up / spin down) = 0.38 / 0.26 eV
E_HOMO (spin up / spin down) = -8.87 / -9.14 eV
DFT total energy = -6823.0375 Ha
2S+1 = 6
<S²> = 8.7625
HOMO-LUMO gap (spin up / spin down) = 9.3 / 9.4 eV

---

Below is one molecule with the formula C6H12O, with properties calculated with wB97M-V/def2-TZVPD.

Geometry as XYZ:
```
19
C6H12O, DFT wB97M-V/def2-TZVPD
C 1.59 0.88 0.87
C 0.72 -0.19 0.21
C 1.39 -0.89 -0.95
O -0.04 -0.90 1.19
C -0.76 -0.13 0.23
C -1.40 1.20 0.56
C -1.62 -1.02 -0.66
H 1.57 0.71 1.95
H 1.25 1.90 0.68
H 2.63 0.81 0.54
H 1.42 -0.15 -1.77
H 0.84 -1.76 -1.32
H 2.42 -1.18 -0.74
H -1.40 1.78 -0.37
H -2.45 1.10 0.88
H -0.85 1.77 1.31
H -1.60 -2.04 -0.24
H -1.29 -1.07 -1.70
H -2.66 -0.69 -0.65
```

Computed properties:
energy relative to the best compared isomer or geometry (same formula, charge and spin) = 114.76 kJ/mol
lowest unoccupied orbital energy = 0.95 eV
E_HOMO = -9.93 eV
SMILES = CC1(C)OC1(C)C
DFT total energy = -311.0156 Ha
HOMO-LUMO gap = 10.9 eV

---

Below is C39H53As2Br4CaN3O12S3Si3 as an isolated structure, with properties calculated with wB97M-V/def2-TZVPD.

Geometry as XYZ:
```
120
C39H53As2Br4CaN3O12S3Si3, DFT wB97M-V/def2-TZVPD
Ca -0.46 0.51 -0.15
O 6.97 2.90 -4.11
N 6.96 3.05 -2.90
O 7.62 3.91 -2.33
C 6.10 2.18 -2.08
C 6.37 2.16 -0.76
C 5.67 1.29 0.12
C 5.84 1.35 1.51
C 5.11 0.51 2.30
C 4.26 -0.42 1.68
N 4.10 -0.51 0.38
C 4.76 0.37 -0.40
C 4.40 0.45 -1.82
N 3.35 -0.29 -2.21
C 2.85 -0.08 -3.40
C 3.39 0.83 -4.31
C 4.50 1.55 -3.95
C 5.05 1.38 -2.66
H 7.13 2.82 -0.37
H 6.52 2.08 1.93
H 5.15 0.56 3.38
H 3.69 -1.12 2.28
H 1.95 -0.62 -3.66
H 2.91 1.00 -5.26
H 4.93 2.27 -4.63
O 2.19 2.35 2.75
As 0.45 2.56 2.52
O -0.16 3.27 3.86
O -0.29 1.12 2.12
C 0.33 3.80 1.00
C -0.59 4.82 1.24
C -0.83 5.81 0.31
C -0.14 5.80 -0.90
C 0.78 4.80 -1.15
C 1.02 3.80 -0.21
S 2.26 2.58 -0.63
O 2.42 2.62 -2.06
O 3.45 2.98 0.13
O 1.70 1.33 -0.09
H 2.67 2.38 1.91
H -1.10 4.84 2.20
H -1.55 6.60 0.52
H -0.33 6.55 -1.65
H 1.29 4.74 -2.10
Br -1.61 -0.81 -7.24
C -1.41 0.08 -5.57
C -1.34 1.46 -5.51
Br -1.41 2.51 -7.09
C -1.16 2.08 -4.26
Br -1.22 3.97 -4.08
C -1.00 1.37 -3.06
O -0.89 1.96 -1.91
C -1.04 -0.09 -3.13
O -0.89 -0.79 -2.05
C -1.30 -0.66 -4.38
Br -1.58 -2.55 -4.38
C -0.80 -0.56 4.74
Si -2.18 -0.91 3.51
C -3.15 0.67 3.23
C -3.45 -2.05 4.36
As -1.23 -2.06 1.62
Si -0.22 -3.80 2.86
C -0.83 -4.07 4.63
C 1.61 -3.41 2.99
C -0.45 -5.49 2.06
Si -3.02 -3.22 0.62
C -4.07 -4.29 1.77
C -4.19 -2.02 -0.21
C -2.29 -4.33 -0.72
H -1.23 -0.57 5.75
H -0.37 0.43 4.55
H 0.01 -1.29 4.71
H -3.84 0.75 4.07
H -3.71 0.63 2.30
H -2.49 1.53 3.21
H -3.53 -1.76 5.42
H -3.24 -3.11 4.31
H -4.43 -1.88 3.90
H -0.92 -3.17 5.23
H -0.08 -4.72 5.09
H -1.79 -4.60 4.65
H 1.79 -2.62 3.73
H 1.99 -3.08 2.02
H 2.15 -4.31 3.29
H -1.47 -5.85 2.15
H 0.20 -6.18 2.61
H -0.14 -5.48 1.02
H -4.73 -3.68 2.39
H -3.49 -4.94 2.42
H -4.69 -4.93 1.13
H -4.63 -1.31 0.49
H -4.99 -2.61 -0.68
H -3.65 -1.47 -0.99
H -2.39 -5.38 -0.45
H -1.24 -4.11 -0.90
H -2.85 -4.15 -1.64
O -2.90 0.74 0.06
S -3.52 1.53 -1.06
C -5.31 1.48 -0.81
C -5.76 2.84 -1.34
C -4.86 3.87 -0.65
C -3.44 3.29 -0.61
H -5.48 1.39 0.26
H -5.73 0.62 -1.34
H -6.82 3.02 -1.16
H -5.60 2.88 -2.42
H -5.21 4.04 0.36
H -4.87 4.83 -1.17
H -3.00 3.29 0.39
H -2.73 3.75 -1.30
C 3.64 -3.37 -0.79
S 1.93 -2.82 -0.97
C 1.76 -3.19 -2.72
O 1.15 -3.90 -0.27
H 3.66 -4.42 -1.08
H 3.88 -3.26 0.26
H 4.31 -2.76 -1.39
H 2.64 -2.89 -3.28
H 0.87 -2.67 -3.07
H 1.60 -4.27 -2.78
```

Computed properties:
energy relative to the best compared isomer or geometry (same formula, charge and spin) = 0.00 kJ/mol
total charge = -2
lowest unoccupied orbital energy = 3.11 eV
E_HOMO = -2.24 eV
DFT total energy = -20093.6762 Ha
HOMO-LUMO gap = 5.4 eV

---

Below is an isolated ion of composition C9H9N2 and charge +1 in a non-equilibrium geometry, with properties calculated with wB97M-V/def2-TZVPD.

Geometry as XYZ:
```
20
C9H9N2, DFT wB97M-V/def2-TZVPD
C -1.38 1.72 1.73
C -1.92 1.90 0.44
C -0.47 0.80 1.90
C -0.57 0.23 -0.48
C 1.72 -0.62 -1.52
C 2.16 -1.32 -0.48
C 0.34 -0.10 -1.70
C 1.02 -0.73 1.12
C -0.70 -1.02 -1.22
N -1.49 1.24 -0.53
N 0.09 0.08 0.84
H -1.90 2.28 2.54
H -2.66 2.66 0.34
H -0.14 0.63 2.93
H 2.28 -0.54 -2.40
H 2.96 -1.89 -0.18
H 0.34 0.74 -2.54
H 1.45 -1.07 2.07
H -0.23 -1.93 -0.84
H -1.48 -1.15 -1.91
```

Computed properties:
energy relative to the best compared isomer or geometry (same formula, charge and spin) = 655.59 kJ/mol
total charge = +1
lowest unoccupied orbital energy = -4.79 eV
E_HOMO = -13.49 eV
DFT total energy = -457.4107 Ha
HOMO-LUMO gap = 8.7 eV

---

Below is a 2-piece molecular cluster, C2H2IN overall in a non-equilibrium geometry, with properties calculated with wB97M-V/def2-TZVPD.

Geometry as XYZ:
```
6
C2H2IN, DFT wB97M-V/def2-TZVPD
C 0.58 0.95 0.03
C 0.36 -0.41 -0.03
N 0.83 2.07 0.07
I -2.65 -0.70 -0.06
H 0.56 -0.96 -0.93
H 0.31 -0.95 0.91
```

Computed properties:
energy relative to the best compared isomer or geometry (same formula, charge and spin) = 151.95 kJ/mol
lowest unoccupied orbital energy (spin up / spin down) = -3.30 / -3.30 eV
E_HOMO (spin up / spin down) = -9.77 / -9.77 eV
DFT total energy = -429.7674 Ha
HOMO-LUMO gap (spin up / spin down) = 6.5 / 6.5 eV